Version w
The following is a quantum chemistry calculation of an isolated molecule of C20H30N2O2S, from the OMol25 dataset.

- structure (SMILES) = Cc1ccc(C(=O)C2CCN(C(=S)NCCCOC(C)C)CC2)cc1
- gap between HOMO and LUMO (eV) = 8.05

Positions of all 55 atoms, in Å:
S 2.53893 3.55826 0.13607
O -3.20876 2.53673 -1.35155
O 3.54608 -1.39151 -0.58708
N 0.55923 1.92931 -0.48456
N 2.38399 0.99160 0.62687
C -0.25706 0.74130 -0.36188
C 3.41618 -3.68214 -0.05710
C -3.12630 1.84605 -0.35986
C -0.26511 3.09270 -0.74763
C 1.78218 2.07911 0.08576
C 4.10390 -0.27232 -1.24953
C -1.23108 3.33138 0.41373
C -5.48034 -0.94969 -1.17793
C -5.26605 -0.87301 1.20114
C -4.61614 0.11971 -1.28710
C 4.67482 0.79536 -0.30270
C -1.16515 0.85705 0.86531
C -5.81782 -1.46422 0.06921
C -4.39066 0.19010 1.09827
C 3.79293 0.97804 0.94071
C 4.34704 -2.55903 -0.50597
C -6.77728 -2.60535 0.19451
C -4.04674 0.69999 -0.15284
C 5.52619 -2.41362 0.45704
C -2.07407 2.08734 0.71664
H 5.17034 -2.11776 1.44108
H -0.54157 0.97589 1.75460
H 3.95291 0.15238 1.63689
H -1.75811 -0.05216 0.97544
H -2.61078 2.25056 1.65793
H -0.87219 0.67416 -1.26612
H -1.88645 4.16553 0.16264
H 6.23314 -1.66947 0.10008
H -6.74181 -3.24208 -0.68619
H 0.34937 -0.16414 -0.30916
H -5.90356 -1.39080 -2.06878
H 4.72292 1.73632 -0.85176
H -0.65251 3.59759 1.30094
H -4.35912 0.52428 -2.25490
H 2.57231 -3.75899 -0.73751
H 0.38491 3.95811 -0.87773
H 2.04469 0.07592 0.36902
H 3.27902 0.17047 -1.82123
H 3.03917 -3.47017 0.94012
H -5.52972 -1.25212 2.17827
H 4.04560 1.91959 1.43196
H -7.79383 -2.22267 0.29213
H 4.87190 -0.59119 -1.96438
H 3.94887 -4.62833 -0.04302
H 6.04459 -3.36495 0.54303
H -3.99826 0.63415 2.00056
H -6.55844 -3.20357 1.07600
H -0.82196 2.92109 -1.67113
H 5.68222 0.53898 0.02405
H 4.73744 -2.78974 -1.51238



Version x
The following is a quantum chemistry calculation of an isolated molecule of C20H30N2O2S, from the OMol25 dataset.

- structure (SMILES) = Cc1ccc(C(=O)C2CCN(C(=S)NCCCOC(C)C)CC2)cc1
- gap between HOMO and LUMO (eV) = 8.31

Positions of all 55 atoms, in Å:
S -0.32061 -0.31865 -2.21589
O -1.14922 0.58456 1.75068
O 4.57047 -1.40339 0.13993
N 0.92533 0.81198 -0.18290
N -0.95446 1.90490 -0.97903
C -2.73317 2.16426 0.89533
C 6.37774 -1.57199 1.63745
C -0.10940 0.84715 -1.05265
C -2.21789 0.75612 1.19986
C -4.46229 -0.35257 0.87474
C -0.71594 3.11469 -0.22764
C -5.19999 -1.45608 0.49152
C -2.27556 1.85006 -1.55847
C 1.86466 -0.28936 -0.18286
C -5.37310 -3.79208 -0.42652
C 5.98743 0.58894 0.41034
C -3.31614 2.29585 -0.51716
C -2.44288 -1.54872 0.37002
C -1.58161 3.16358 1.04829
C 4.00205 -1.20219 -1.13643
C -3.18725 -2.63636 -0.03297
C -3.07131 -0.38154 0.80562
C 5.89304 -0.93746 0.33673
C 3.00070 -0.04531 -1.17702
C -4.57755 -2.60516 0.01766
H 6.99957 0.88000 0.67958
H -5.22513 -3.96210 -1.49253
H 3.47063 -2.12900 -1.38246
H -2.68691 -3.52387 -0.39089
H 2.27598 -0.40195 0.81996
H 5.30012 0.96442 1.16472
H 0.77737 1.26583 0.70621
H -6.43439 -3.64611 -0.24223
H -1.36501 -1.57693 0.33028
H 4.78716 -1.04657 -1.88730
H 5.74450 1.04171 -0.54786
H -4.21905 1.69874 -0.63235
H -3.58593 3.34288 -0.67186
H -6.27824 -1.42414 0.56049
H -0.98818 3.94837 -0.88631
H -2.45475 0.82015 -1.87487
H 3.49096 0.89905 -0.93788
H 6.52546 -1.29005 -0.49753
H 6.27873 -2.65209 1.57842
H 5.77080 -1.21595 2.46530
H 0.34562 3.21013 0.00054
H 2.58638 0.02322 -2.18358
H -2.32347 2.49020 -2.44823
H -3.51061 2.38204 1.63613
H 7.41797 -1.31686 1.81848
H -0.99444 2.89140 1.92651
H -5.04459 -4.68744 0.09899
H 1.34747 -1.21459 -0.45982
H -4.97171 0.51671 1.26492
H -1.96940 4.17156 1.19651



Tell me which of them is the most stable. Sure, it is version w.



Version w
The following is a quantum chemistry calculation of an isolated ion of composition C2H4N3O and charge +1, from the OMol25 dataset.

- structure (SMILES) = N#COC(N)=[NH2+]
- total charge = +1
- gap between HOMO and LUMO (eV) = 10.76

Positions of all 10 atoms, in Å:
O 0.37494 2.00078 0.37995
N -0.71547 0.00809 1.05930
N 1.39338 3.57496 -1.16692
N 0.62333 -0.22585 -0.91368
C 0.11784 0.45654 0.11732
C 0.99052 2.77635 -0.44917
H 0.83424 -1.20151 -0.95605
H -1.04351 -1.02975 1.14251
H -1.14505 0.68075 1.80676
H 1.22057 0.28327 -1.59637



Version x
The following is a quantum chemistry calculation of an isolated ion of composition C2H4N3O and charge +1, from the OMol25 dataset.

- structure (SMILES) = O=[N+]1CNC=N1
- total charge = +1
- gap between HOMO and LUMO (eV) = 9.80

Positions of all 10 atoms, in Å:
O -1.62915 1.64874 0.54935
N -0.43885 0.83021 -1.07456
N 0.52832 -1.02359 -0.18557
N -0.76974 0.96392 0.13771
C 0.28819 -0.24112 -1.23657
C -0.03155 -0.00176 1.02422
H 0.67000 -0.39594 -2.20554
H 1.26408 -1.76718 -0.05997
H 0.97765 0.29035 1.40356
H -0.85895 -0.30363 1.64735



Version y
The following is a quantum chemistry calculation of C2H4N3O as an isolated structure, from the OMol25 dataset.

- total charge = +1
- gap between HOMO and LUMO (alpha / beta) (eV) = 6.93 / 7.44

Positions of all 10 atoms, in Å:
O 2.31896 0.37237 -1.08980
N 0.40454 -0.53022 -0.70678
N -0.67193 -0.11593 1.04726
N -0.65872 0.17827 -1.15801
C 0.34558 -0.71800 0.54411
C -1.33153 0.42838 -0.08376
H -1.01466 0.17393 2.01861
H 1.42792 -0.06186 -1.41765
H 1.31445 -0.88066 1.01782
H -2.13459 1.15373 -0.17180



Tell me which of them is the most stable. Sure, it is version w.